No. 1
The following is a quantum chemistry calculation of one molecule with the formula C15H18N2O, from the OMol25 dataset.

Calculated values
orbital gap	8.97	eV
SMILES string	CCc1ccc(NC(=O)CCn2cccc2)cc1
DFT total energy	-20875.294	eV
ΔE to the lowest compared entry with this formula, charge and spin	20.31	kcal/mol

CARTESIAN COORDINATES (ANGSTROEM)
1 C 6.362003 0.624660 0.432185
2 C 5.519766 -0.636792 0.292893
3 C 4.046081 -0.410635 0.074677
4 C 3.440817 0.835470 0.149084
5 C 2.080327 0.991998 -0.052615
6 C 1.287825 -0.112401 -0.336172
7 N -0.095387 -0.031067 -0.551531
8 C -0.904123 1.062879 -0.530805
9 O -0.537772 2.194726 -0.310842
10 C -2.367317 0.713287 -0.767178
11 C -3.023015 0.320556 0.569704
12 N -4.403055 -0.027385 0.392892
13 C -5.445148 0.845699 0.386816
14 C -6.591470 0.156856 0.102451
15 C -6.228001 -1.191671 -0.081534
16 C -4.874726 -1.268436 0.097394
17 C 1.883816 -1.369715 -0.412442
18 C 3.240190 -1.510338 -0.209817
19 H 7.410889 0.355640 0.537363
20 H 6.069954 1.193638 1.311579
21 H 6.258735 1.256486 -0.447004
22 H 5.641571 -1.247583 1.193542
23 H 5.901146 -1.228883 -0.544525
24 H 4.027159 1.713397 0.367033
25 H 1.631392 1.968757 0.008029
26 H -0.531144 -0.920346 -0.754633
27 H -2.470706 -0.103860 -1.483421
28 H -2.872073 1.594807 -1.163765
29 H -2.496181 -0.534078 1.007082
30 H -2.949159 1.163476 1.262653
31 H -5.294114 1.886941 0.594115
32 H -7.580099 0.566041 0.036536
33 H -6.886478 -2.005204 -0.314056
34 H -4.217138 -2.115096 0.051019
35 H 1.278826 -2.239093 -0.633317
36 H 3.686619 -2.492741 -0.273384

Atomic forces in eV per Å
C -0.06 -0.26 -0.01
C 0.13 0.10 0.04
C 0.03 -0.04 0.00
C 0.12 -0.27 -0.02
C -0.24 0.16 -0.02
C 0.36 0.12 0.11
N 0.02 -0.49 -0.08
C -0.56 -0.20 -0.25
O 0.11 0.28 0.10
C 0.05 0.14 0.25
C 0.44 0.15 -0.22
N -0.09 -0.05 0.13
C -0.21 0.35 0.06
C -0.09 0.15 -0.02
C 0.00 -0.16 -0.07
C 0.00 -0.42 -0.04
C -0.03 0.05 0.00
C -0.08 0.11 0.00
H 0.07 0.05 0.02
H 0.00 0.12 0.06
H 0.02 0.12 -0.05
H 0.04 -0.04 -0.07
H 0.00 -0.04 0.07
H 0.09 0.10 0.02
H -0.02 0.02 0.00
H -0.03 0.25 0.00
H -0.03 -0.01 0.01
H 0.09 -0.06 -0.02
H -0.10 0.13 0.03
H 0.00 -0.15 -0.02
H 0.07 0.19 0.05
H -0.15 0.13 0.01
H -0.07 -0.18 -0.03
H 0.15 -0.12 0.01
H -0.06 -0.09 -0.02
H 0.04 -0.10 -0.01

No. 2
The following is a quantum chemistry calculation of one molecule with the formula C15H18N2O7 in a non-equilibrium geometry, from the OMol25 dataset.

Calculated values
orbital gap	8.22	eV
SMILES string	COc1ccc(C(=O)OCC(=O)NC[C@@H]2CCCO2)cc1[N+](=O)[O-]
DFT total energy	-33142.194	eV
ΔE to the lowest compared entry with this formula, charge and spin	440.11	kcal/mol

CARTESIAN COORDINATES (ANGSTROEM)
1 C -6.484667 -1.239911 0.527405
2 O -5.583881 -0.195140 0.256364
3 C -4.319174 -0.574876 -0.083449
4 C -3.828830 -1.762081 0.041093
5 C -2.519894 -1.971877 -0.095485
6 C -1.619304 -0.721646 -0.578424
7 C -0.159108 -0.900908 -0.840070
8 O 0.551605 0.010333 -0.661016
9 O 0.264624 -2.321939 -0.819044
10 C 1.592061 -2.396730 -0.929428
11 C 2.301593 -1.785020 0.141458
12 O 1.772215 -1.842581 1.497934
13 N 3.510444 -1.059596 0.022299
14 C 4.292699 -0.325873 0.733846
15 C 4.287661 1.188760 0.731378
16 C 2.804302 1.609871 1.191326
17 C 2.740975 2.727993 -0.090191
18 C 3.444586 1.964920 -1.171504
19 O 4.574111 1.530567 -0.563932
20 C -2.194837 0.556755 -0.476451
21 C -3.451122 0.665400 -0.128342
22 N -4.041037 2.265136 -0.022411
23 O -5.133545 2.370150 0.424506
24 O -3.270017 2.743641 -0.661858
25 H -6.411449 -1.881688 -0.452973
26 H -7.350755 -0.688774 0.566908
27 H -6.419777 -1.772231 1.556281
28 H -4.312116 -2.622599 0.293669
29 H -2.126207 -2.708535 -0.211354
30 H 2.086316 -1.750975 -1.990515
31 H 1.750201 -3.375341 -0.949504
32 H 3.699730 -0.874361 -0.806132
33 H 3.964353 -0.730005 1.942021
34 H 5.340605 -1.028552 0.907206
35 H 5.022383 1.527303 1.394587
36 H 2.129652 0.872683 0.986930
37 H 2.839133 2.118316 2.053280
38 H 3.351830 3.681198 0.374147
39 H 1.742698 3.040594 0.077623
40 H 2.727115 1.367611 -1.668212
41 H 3.924434 2.805239 -2.033743
42 H -1.489589 1.484763 -0.486209

Atomic forces in eV per Å
C 1.23 -1.98 -1.10
O 1.14 -0.66 0.00
C -1.41 9.16 2.10
C 1.82 -3.00 0.17
C -1.85 19.59 -1.93
C -2.77 -4.55 1.38
C -3.06 -2.89 2.79
O 2.65 1.22 -1.19
O -3.25 3.82 -0.85
C 2.27 4.48 -4.35
C 0.95 3.29 12.23
O 2.87 -0.08 -8.02
N -8.55 -6.04 1.64
C 5.46 -2.34 12.29
C -2.46 -3.48 1.49
C 4.76 2.34 -6.59
C 1.09 1.32 5.18
C 0.35 6.53 -2.97
O 1.22 -0.35 -0.99
C 4.91 0.64 -0.03
C -5.20 -2.41 0.77
N -2.87 -11.38 2.76
O -0.56 2.59 0.36
O 4.30 8.91 -4.48
H -0.77 0.34 2.32
H -2.57 0.60 -0.11
H 0.64 0.58 -1.85
H -2.18 -1.87 0.59
H 7.99 -15.63 -1.55
H -1.53 -2.23 2.57
H 1.57 -4.24 -0.56
H 1.67 1.21 -10.31
H 0.61 1.70 -2.87
H -1.72 2.75 -1.13
H 1.15 0.68 0.92
H -1.86 -1.90 0.13
H -0.33 1.37 3.29
H -1.02 -2.34 -1.57
H -1.31 0.27 -1.64
H -0.20 -1.68 -0.56
H -1.79 -2.43 2.03
H -1.39 -1.90 -0.34

No. 3
The following is a quantum chemistry calculation of C15H18N4O3 as an isolated structure in a non-equilibrium geometry, from the OMol25 dataset.

Calculated values
orbital gap	8.88	eV
DFT total energy	-27934.590	eV
ΔE to the lowest compared entry with this formula, charge and spin	387.66	kcal/mol

CARTESIAN COORDINATES (ANGSTROEM)
1 C -2.959519 -4.017669 -0.349946
2 H -1.918983 -3.781543 -0.930711
3 H -2.689131 -3.890052 0.612888
4 H -3.238970 -5.063356 -0.736995
5 C -4.075385 -3.202160 -0.994744
6 C -3.762068 -1.714733 -0.406248
7 C -4.086200 -1.257277 0.974683
8 C -3.616770 0.155204 1.060022
9 C -2.939284 0.962176 0.197180
10 C -2.548765 0.406659 -0.982609
11 C -3.058590 -0.620408 -1.315340
12 H -2.864367 -1.089516 -2.424107
13 H -2.012323 0.864133 -1.798311
14 O -2.501393 2.263854 0.805034
15 C -1.867941 3.038612 -0.229723
16 C -0.516672 2.579628 -0.354278
17 O 0.180815 2.857187 -1.410751
18 N 0.075902 1.716067 0.486379
19 N 1.474412 1.331071 0.105379
20 C 1.674924 0.105501 0.916022
21 O 0.925652 -0.429603 1.547462
22 C 2.903258 -0.362588 0.552575
23 N 3.375712 -1.592256 0.714623
24 N 4.544724 -1.787183 0.355312
25 C 5.077494 -0.530855 -0.629633
26 C 4.151019 0.245330 -0.280159
27 H 4.100502 1.058084 -0.594857
28 C 6.473419 -0.451433 -1.014451
29 H 7.119496 -0.839981 -0.116440
30 H 6.629746 0.339301 -1.324570
31 H 6.566039 -1.236859 -1.828939
32 H 5.054202 -2.746341 0.142569
33 H 1.828923 1.617989 -0.655935
34 H -0.401686 1.186880 1.145455
35 H -2.458746 3.165968 -1.020127
36 H -1.742027 4.205194 0.478771
37 H -3.790408 0.531822 1.991018
38 H -4.545973 -1.722224 1.775756
39 H -4.274436 -3.038490 -1.904979
40 H -5.151828 -3.166194 -0.252450

Atomic forces in eV per Å
C 0.92 -2.33 -7.68
H -2.37 -0.42 1.09
H -0.12 0.30 3.29
H 1.01 0.84 1.49
C -0.89 4.18 12.85
C -0.15 2.55 0.80
C 3.78 3.34 -7.50
C -1.01 -2.64 0.33
C 0.27 1.55 4.30
C 4.94 11.19 0.50
C -6.23 -17.61 -4.57
H -0.43 1.21 2.78
H 0.48 0.93 0.35
O -1.11 -2.58 -2.46
C 1.03 3.26 8.48
C 4.94 -0.87 -5.10
O -2.14 0.28 2.55
N 2.32 2.41 -2.84
N -7.58 -4.01 11.75
C 4.63 6.00 -7.57
O -7.05 -3.54 5.87
C 9.87 -2.69 -3.37
N -3.68 -0.44 2.34
N 5.76 -0.58 -4.66
C 0.33 -5.62 4.44
C -5.77 -7.70 5.40
H -0.86 13.27 -4.63
C -1.93 -16.18 5.05
H -0.99 1.18 -1.77
H 3.52 13.76 -5.19
H 0.55 0.99 0.68
H -2.35 2.23 1.10
H 2.69 2.55 -7.20
H -0.50 -1.21 1.45
H -1.83 0.57 -3.50
H -0.38 -3.20 -2.66
H -0.44 1.48 2.46
H -0.80 -1.06 1.23
H -1.15 -0.01 -7.17
H 2.71 -1.38 -2.70